# 1
Formula: C30H34BCl51N3O5PS
Source: the Open Molecules 2025 dataset
Level of theory: ωB97M-V/def2-TZVPD

Positions of all 126 atoms, in Å:
C 1.9655 -6.8565 1.1295
C 1.2594 -7.0661 -0.2020
C 1.3466 -5.8090 -1.0501
O 1.6539 -4.6796 -0.2358
C 1.4386 -3.4515 -0.8906
C 0.3069 -2.6171 -0.3624
C -0.8707 -3.0119 -0.0805
N -1.2405 -4.4082 -0.2112
C -1.0207 -4.9773 0.8426
O -0.9257 -5.5930 1.8593
C -1.8941 -2.1965 0.3649
B -3.3192 -2.8669 0.6241
O -3.5145 -3.5351 1.8050
O -4.2303 -2.7697 -0.3491
C -5.5947 -2.6404 0.0962
C -6.3740 -3.8464 -0.3822
C -1.6924 -0.9488 0.5673
P -2.9613 0.1917 1.1931
O -4.3158 -0.0303 0.6559
C -0.4372 -0.4902 0.2913
N -0.1002 0.7729 0.4596
S 1.4049 0.8406 -0.0045
N 1.6809 -0.6604 -0.4200
C 0.5600 -1.2859 -0.1856
H 3.0165 -6.6842 0.9712
H 1.5155 -6.0542 1.6884
H 1.8209 -7.7502 1.7188
H 1.7579 -7.8898 -0.7024
H 0.2274 -7.3178 -0.0245
H 0.4471 -5.6499 -1.6272
H 2.1574 -5.9118 -1.7629
H 1.3623 -3.6079 -1.9596
H 2.3284 -2.8560 -0.7384
H -3.7325 -4.4512 1.6364
H -5.9959 -1.7865 -0.4176
H -5.6862 -2.4778 1.1562
H -6.1226 -4.7392 0.1706
H -6.0510 -4.0283 -1.3915
H -7.4308 -3.6492 -0.3545
H -2.5617 1.4995 0.8754
H -2.9394 0.1002 2.5988
C 0.7864 -4.2541 4.5486
Cl -0.2863 -2.9160 4.9678
Cl 2.1890 -3.6705 3.6545
Cl 1.2861 -5.1288 5.9967
H 0.2404 -4.9371 3.9120
C -6.3204 -0.6446 -3.3888
Cl -6.4323 -2.3493 -3.8174
Cl -6.4062 0.3558 -4.8382
Cl -7.5915 -0.1964 -2.2467
H -5.3620 -0.4772 -2.9113
C 5.2497 0.7848 -2.3499
Cl 5.1966 -0.9430 -2.6922
Cl 5.2397 1.7182 -3.8465
Cl 3.9072 1.2626 -1.3112
H 6.1714 0.9970 -1.8254
C 9.1169 0.2509 -2.6038
Cl 10.8098 -0.2159 -2.4512
Cl 8.0898 -0.7775 -1.6044
Cl 8.8918 1.9513 -2.1785
H 8.8219 0.1226 -3.6366
C 3.6447 -7.5791 -4.1872
Cl 2.2473 -8.1659 -5.0844
Cl 3.7518 -5.8183 -4.2862
Cl 3.5753 -8.1131 -2.5147
H 4.5329 -7.9951 -4.6333
C -5.7703 2.8243 -0.2625
Cl -7.1571 3.4560 -1.1505
Cl -4.2584 3.3147 -1.0292
Cl -5.8059 3.3525 1.4235
H -5.8151 1.7413 -0.2761
C 6.3094 -11.3042 -2.7550
Cl 4.9697 -10.7467 -3.7552
Cl 7.8546 -10.9045 -3.5084
Cl 6.2101 -10.6135 -1.1350
H 6.2428 -12.3794 -2.6691
C 1.6495 3.0183 3.4416
Cl 1.9660 1.9951 4.8410
Cl 2.0131 4.7042 3.8330
Cl 2.5583 2.4835 2.0323
H 0.5962 2.9447 3.2052
C 2.1393 4.0397 7.7878
Cl 3.7840 3.5031 8.1253
Cl 0.9672 3.1637 8.7770
Cl 1.9865 5.7780 8.0220
H 1.9314 3.8267 6.7496
C -1.6471 8.1106 7.6047
Cl -1.5171 9.4297 8.7641
Cl -0.5276 8.3557 6.2531
Cl -1.3261 6.5616 8.3765
H -2.6553 8.1001 7.2144
C -2.2493 8.6021 3.0226
Cl -3.1879 10.0033 3.5695
Cl -3.3071 7.2506 2.6077
Cl -1.2320 9.0350 1.6485
H -1.6074 8.2902 3.8350
C -6.9949 8.3097 1.0518
Cl -7.8078 9.3739 -0.0970
Cl -5.7689 9.1921 1.9639
Cl -8.1618 7.5628 2.1450
H -6.5027 7.5251 0.4941
C 5.6330 5.0838 -0.1341
Cl 6.8567 3.8074 -0.2272
Cl 4.0402 4.4631 -0.5506
Cl 5.6145 5.8073 1.4739
H 5.8942 5.8520 -0.8485
C 1.8248 8.3081 0.1108
Cl 1.8100 7.2643 1.5324
Cl 3.3514 8.1660 -0.7650
Cl 0.4631 7.9390 -0.9466
H 1.7253 9.3316 0.4436
C 5.0297 -10.4231 -7.8593
Cl 4.9907 -9.7344 -9.4803
Cl 5.5740 -9.2214 -6.6826
Cl 3.4507 -11.0657 -7.4135
H 5.7391 -11.2386 -7.8545
C -5.5263 12.1149 -2.2217
Cl -5.4082 11.2585 -0.6878
Cl -5.0788 13.8124 -2.0327
Cl -4.5239 11.3403 -3.4512
H -6.5547 12.0742 -2.5529
C -2.3475 0.7047 -3.6191
Cl -0.6988 1.2973 -3.8426
Cl -2.7538 -0.4979 -4.8375
Cl -2.5455 0.0461 -1.9925
H -3.0273 1.5389 -3.7353

Atomic forces in eV per Å
-0.516 -0.643 0.008
0.413 0.634 0.406
0.672 -0.186 -0.257
-0.807 0.056 0.121
0.706 -0.168 0.228
4.676 -1.164 -1.884
-3.573 -2.706 0.145
0.328 -0.193 0.516
-0.340 -2.230 2.464
-0.092 1.472 -2.472
-3.436 -3.844 0.238
0.798 0.039 -0.385
0.430 0.007 0.408
-0.519 0.387 0.258
-0.564 -0.791 -1.084
0.683 0.136 0.196
-1.077 4.027 1.604
-0.070 0.566 -0.066
-0.959 -0.504 -0.221
-0.428 2.062 0.799
0.555 1.238 0.261
0.624 0.719 -0.737
1.384 0.719 -0.360
0.193 -0.105 -0.166
0.427 0.182 0.145
0.148 0.376 0.119
0.230 -0.385 0.283
-0.326 -0.114 -0.228
-0.449 -0.300 0.037
-0.421 0.138 -0.073
0.253 -0.017 -0.270
-0.268 0.060 -0.414
0.348 0.113 -0.049
-0.552 -0.294 0.229
0.020 0.608 -0.056
0.242 0.059 0.412
-0.109 -0.310 0.397
-0.162 -0.089 -0.606
-0.496 -0.081 0.039
0.528 -0.161 0.271
0.391 0.034 -0.010
0.040 0.025 0.043
-0.041 0.004 -0.043
-0.012 0.003 -0.075
-0.009 -0.016 -0.010
-0.020 -0.005 -0.025
-0.018 -0.023 -0.033
0.029 -0.024 0.024
0.024 0.102 0.018
0.038 0.016 0.018
0.012 -0.028 0.032
-0.102 -0.054 -0.067
-0.483 -0.004 -0.137
0.045 0.028 0.014
0.559 -0.001 -0.336
0.026 0.038 0.028
0.128 -0.010 0.129
-0.018 0.015 -0.039
0.506 -0.004 0.145
0.004 -0.047 -0.071
-0.026 -0.001 -0.023
-0.194 0.161 0.065
0.018 -0.048 -0.040
0.052 0.002 -0.015
0.054 0.150 0.113
0.092 -0.051 -0.056
-0.095 -0.111 0.048
0.029 0.026 0.020
0.086 0.013 -0.050
0.012 -0.010 -0.049
0.076 -0.035 0.064
0.006 0.161 0.024
0.063 -0.420 -0.019
0.007 -0.031 -0.016
-0.002 -0.031 0.007
-0.001 -0.035 0.001
0.045 0.140 0.079
0.011 -0.173 -0.046
-0.027 -0.008 0.028
0.299 0.539 0.779
-0.023 0.021 -0.024
0.056 0.079 0.040
-0.008 -0.051 0.005
0.015 0.008 -0.041
0.115 0.021 -0.010
-0.038 -0.019 -0.026
0.109 -0.063 0.091
-0.020 0.016 -0.034
0.006 0.045 -0.002
-0.196 0.015 0.019
-0.014 0.009 -0.052
-0.086 0.067 -0.130
0.221 -0.067 0.128
0.339 -0.191 0.137
-0.210 0.058 0.102
-0.037 0.022 0.012
-0.099 0.131 0.062
-0.411 -0.372 0.091
-0.392 0.111 -0.158
0.029 -0.044 -0.017
0.022 -0.042 -0.020
-0.073 -0.036 0.164
-0.092 0.042 -0.025
0.028 0.216 -0.050
0.024 0.015 -0.007
0.027 0.014 -0.027
-0.020 -0.127 0.014
0.121 -0.052 -0.066
0.010 0.062 0.012
0.083 -0.015 -0.127
0.005 0.051 0.011
-0.127 0.078 -0.024
0.025 -0.014 0.001
0.146 0.038 -0.241
0.017 -0.023 0.033
0.039 -0.012 0.020
0.151 0.001 0.084
0.387 0.342 -0.140
-0.038 0.008 -0.017
-0.028 -0.009 -0.025
-0.026 0.006 -0.024
0.111 0.076 0.027
-0.006 0.027 0.010
-0.024 -0.076 0.002
-0.210 -0.004 -0.577
-0.003 0.043 0.030

Properties
HOMO-LUMO gap ... 8.80 eV
Charge ... 0
HOMO energy ... -9.529 eV
Molecular weight ... 2398.57 g mol⁻¹

Results of the Mulliken charge analysis, in e, for atoms 1 through 8: number 1, C, carries -0.907; number 2, C, carries -0.563; number 3, C, carries 0.216; number 4, O, carries -0.387; number 5, C, carries -1.343; number 6, C, carries 0.086; number 7, C, carries 0.068; number 8, N, carries -0.593

# 2
Formula: C30H34BF4NO2PRu
Source: the Open Molecules 2025 dataset
Level of theory: ωB97M-V/def2-TZVPD

Positions of all 74 atoms, in Å:
Ru 0.5975 0.0869 0.8271
C -0.5557 -3.5673 -0.1710
C 0.3521 -2.7041 0.6591
C 1.6988 -2.6105 0.3156
C 2.6562 -2.0576 1.1651
C 4.1132 -2.1331 0.8048
C 2.2120 -1.5045 2.3782
C 0.8541 -1.5105 2.7399
C 0.4194 -1.0004 4.0933
C -0.0726 -2.1036 1.8552
H -0.4783 -4.5939 0.1973
H -0.2518 -3.5850 -1.2198
H -1.5950 -3.2760 -0.0961
H 2.0321 -3.0750 -0.6068
H 4.7158 -2.3698 1.6832
H 4.4677 -1.1722 0.4405
H 4.2891 -2.8851 0.0362
H 2.9390 -1.1020 3.0723
H 0.4986 -1.8089 4.8240
H -0.6190 -0.6684 4.0886
H 1.0586 -0.1846 4.4293
H -1.0975 -2.2208 2.1741
O -2.2355 -1.1349 0.1890
N -1.9055 0.2257 0.2665
C -2.8791 1.0038 0.0059
C -2.8462 2.4641 -0.0954
C -4.0905 3.0923 -0.1152
C -4.1860 4.4660 -0.2382
C -3.0306 5.2227 -0.3610
C -1.7883 4.6059 -0.3522
C -1.6836 3.2259 -0.2161
P 0.0200 2.5801 -0.0842
C 0.4834 3.3574 1.4764
C 1.2588 4.5018 1.5999
C 1.4706 5.0496 2.8591
C 0.9170 4.4577 3.9836
C 0.1342 3.3166 3.8634
C -0.0833 2.7738 2.6090
C 0.9044 3.2159 -1.4901
C 2.2814 3.4542 -1.4375
C 2.9317 3.9226 -2.5705
C 2.2241 4.1312 -3.7486
C 0.8581 3.8756 -3.8047
C 0.1954 3.4103 -2.6815
H -3.1768 -1.2026 -0.0197
H -3.8527 0.5465 -0.1855
H -4.9935 2.4930 -0.0339
H -5.1572 4.9435 -0.2470
H -3.0915 6.2987 -0.4664
H -0.8943 5.2103 -0.4479
H 1.7089 4.9629 0.7286
H 2.0760 5.9416 2.9583
H 1.0902 4.8887 4.9617
H -0.3114 2.8640 4.7438
H -0.7462 1.9189 2.5127
H 2.8376 3.2953 -0.5225
H 3.9938 4.1297 -2.5290
H 2.7385 4.4982 -4.6283
H 0.3097 4.0459 -4.7237
H -0.8725 3.2224 -2.7261
C 1.2518 -0.0047 -3.7599
C 1.6418 -0.3251 -2.3424
O 0.4744 -0.2731 -1.4315
H 2.1378 -0.0352 -4.3996
H 0.8128 0.9903 -3.8241
H 0.5368 -0.7372 -4.1500
H 2.3422 0.3949 -1.9379
H 2.0846 -1.3157 -2.2714
H -0.2101 -0.8814 -1.7331
F 2.6276 0.9090 0.2252
B 3.2049 1.4658 1.5041
F 4.3258 0.7585 1.8512
F 2.1148 1.1503 2.4031
F 3.3914 2.8142 1.3547

Atomic forces in eV per Å
-0.080 0.081 -0.699
0.106 0.014 0.023
-0.191 -0.191 -0.112
0.126 -0.148 -0.159
0.215 -0.054 0.139
-0.150 0.024 0.145
0.105 -0.162 -0.022
-0.025 0.048 0.198
0.077 -0.041 -0.134
-0.007 0.001 0.206
0.044 0.011 -0.014
-0.016 0.023 0.053
-0.038 -0.001 0.020
-0.017 0.022 0.023
-0.057 0.000 -0.039
0.018 0.130 -0.048
-0.036 0.012 0.059
-0.018 0.075 -0.067
0.010 0.006 -0.032
0.006 -0.013 -0.025
-0.017 -0.012 -0.030
-0.114 0.102 -0.033
0.334 0.321 0.094
-0.050 -0.560 0.093
0.143 0.378 -0.019
0.009 -0.329 0.039
-0.189 -0.052 -0.013
-0.049 0.054 -0.002
-0.014 0.069 -0.017
0.003 0.022 0.019
0.108 -0.203 -0.129
-0.081 0.288 0.914
-0.033 0.173 -0.126
0.014 0.137 0.038
0.031 0.028 -0.140
0.013 0.013 0.093
-0.092 -0.092 0.014
-0.106 0.254 0.199
0.041 -0.099 -0.141
0.071 0.064 -0.082
-0.037 -0.033 0.021
0.014 0.003 -0.009
-0.018 0.004 -0.025
0.001 0.062 -0.073
-0.273 -0.108 -0.074
-0.035 0.080 -0.003
0.098 0.079 -0.010
0.041 -0.017 0.005
-0.001 -0.042 0.001
-0.014 -0.009 0.013
-0.040 -0.015 0.066
-0.020 -0.035 -0.003
0.000 -0.007 -0.042
0.049 0.051 -0.119
-0.101 -0.193 -0.013
-0.078 0.052 -0.176
-0.044 -0.010 -0.005
-0.022 -0.006 0.039
0.034 -0.015 0.058
0.087 0.015 -0.009
-0.254 -0.036 -0.048
-0.111 -0.054 0.029
0.485 0.179 -0.103
-0.068 -0.011 0.103
0.028 -0.018 -0.034
0.084 0.077 0.005
-0.013 0.097 0.040
0.009 -0.126 0.098
-0.080 -0.100 -0.076
0.086 0.017 0.085
0.581 0.034 0.335
-0.615 0.276 -0.286
0.081 0.202 -0.204
0.055 -0.785 0.128

Properties
HOMO-LUMO gap (spin up / spin down) ... 8.03 / 6.07 eV
Charge ... +2
⟨S²⟩ ... 8.766
HOMO energy (spin up / spin down) ... -14.015 / -14.428 eV
Molecular weight ... 659.46 g mol⁻¹
Multiplicity ... 6
Relative energy (zero: lowest compared OMol25 entry of this formula, charge and spin) ... 0.00 kJ/mol

Results of the Mulliken charge analysis, in e, for atoms 1 through 8: number 1, Ru, carries 1.394; number 2, C, carries -1.694; number 3, C, carries 1.242; number 4, C, carries -0.414; number 5, C, carries 1.096; number 6, C, carries -1.593; number 7, C, carries -0.146; number 8, C, carries 0.123

Question: charge of number 1 (C30H34BCl51N3O5PS)?
Answer: 0

Question: Among the records above, which one has the highest molecular weight?
Answer: C30H34BCl51N3O5PS

Question: Look up the charge of the first one.
Answer: 0